The following is a quantum chemistry calculation of a molecular structure, C39H70CaF4N2O38S4, from the Open Molecules 2025 dataset.

Calculated values
LUMO   -1.1 eV
F_max   7.79 eV/A
Total energy   -195012.593 eV
Frontier orbital gap   7.30 eV

Each line ends with the Mulliken charge.
CARTESIAN COORDINATES (ANGSTROEM)
Ca 3.704950 12.976982 -16.108033  1.606
N 2.342736 12.230215 -17.636030  1.982
S 0.864868 12.512591 -18.120033  -1.330
O -0.245560 11.799546 -17.585692  -0.095
O 0.682159 13.055594 -19.433857  0.030
F 0.698807 13.831481 -17.248486  -0.454
S 2.673407 11.204450 -18.960996  -0.590
O 3.279817 11.848295 -20.101990  -0.065
O 1.800581 10.102602 -19.259791  0.567
F 3.867560 10.443918 -18.190862  -0.383
N -4.182486 9.600646 -15.921662  -0.581
S -3.110670 9.983876 -16.984064  0.917
O -1.747236 9.567822 -16.697404  -0.458
O -3.309587 11.170449 -17.763763  -0.299
F -3.589637 8.900978 -18.042393  -0.371
S -3.810705 10.831048 -14.873314  1.053
O -4.113189 12.170046 -15.320737  -0.469
O -2.647772 10.698893 -14.022628  -0.565
F -4.947520 10.560183 -13.757352  -0.325
C 6.545489 8.749974 -12.233777  -1.372
C 6.658688 8.924897 -13.703901  0.463
C 5.756348 7.934446 -14.502607  -0.632
O 5.233323 8.787165 -15.542342  -0.095
C 5.456369 10.045663 -15.238770  0.388
O 5.115013 11.009113 -15.894839  -0.688
O 6.076323 10.163306 -14.083747  -0.314
H 6.771841 7.761741 -11.841129  0.388
H 5.560398 9.077242 -11.897809  0.223
H 7.251809 9.456746 -11.786295  0.363
H 7.679051 8.816807 -14.076535  0.349
H 4.928995 7.467358 -13.970556  0.307
H 6.378664 7.162964 -14.952005  0.365
C 1.677202 20.382614 -18.039050  -1.325
C 0.317747 19.746841 -17.940508  0.496
C -0.499875 19.607939 -19.218726  -0.608
O -0.976107 18.268631 -19.140840  -0.322
C -0.276643 17.550193 -18.232888  0.445
O -0.334039 16.377387 -18.030907  -0.253
O 0.535574 18.384183 -17.584398  -0.257
H 2.330273 20.049475 -18.845409  0.294
H 2.223566 20.275518 -17.101186  0.233
H 1.628566 21.466821 -18.183720  0.440
H -0.318957 20.208706 -17.182578  0.263
H -0.001172 19.845668 -20.160370  0.290
H -1.401736 20.222078 -19.205656  0.275
C -0.281355 9.606826 -22.138597  -0.817
C 0.112297 10.627279 -23.172143  0.204
C -0.633856 11.978220 -23.141120  -0.305
O 0.369263 12.939479 -23.087657  -0.380
C 1.572452 12.373905 -22.888640  0.483
O 2.595894 12.985879 -22.792443  -0.523
O 1.418769 11.052924 -22.709729  -0.165
H -0.430250 10.025820 -21.144492  0.078
H 0.502245 8.855100 -22.081744  -0.075
H -1.208794 9.122203 -22.459383  0.497
H 0.212016 10.236034 -24.187016  0.304
H -1.349535 11.964023 -22.313172  0.095
H -1.239022 12.102366 -24.042473  0.386
C 6.540664 11.755783 -21.386924  -1.372
C 5.866095 12.650179 -22.460131  1.029
C 6.889061 13.096364 -23.509918  -0.397
O 6.382171 12.642387 -24.766405  -0.397
C 5.408058 11.748805 -24.555096  0.554
O 5.051215 10.956942 -25.371506  -0.545
O 5.093906 11.735517 -23.237917  -0.155
H 5.761645 11.363085 -20.739235  0.022
H 7.274424 12.362651 -20.848405  0.427
H 7.134062 10.998982 -21.898453  0.446
H 5.321975 13.453451 -21.966017  -0.202
H 7.893264 12.735547 -23.274311  0.211
H 6.961531 14.147866 -23.811882  0.335
C -0.019850 13.276624 -14.188339  0.306
O 0.740199 13.746449 -13.063777  -0.353
C 1.920118 14.290188 -13.176708  0.765
O 2.647642 14.313286 -14.148329  -0.323
O 2.227296 14.809647 -11.984947  -0.332
C 3.198163 15.825806 -11.872958  -0.417
H 0.241972 13.824319 -15.097336  -0.274
H -1.072406 13.377797 -13.958203  0.332
H 0.323783 12.271827 -14.437457  -0.075
H 4.080060 15.582805 -11.284131  0.319
H 2.671826 16.698962 -11.486561  0.299
H 3.593314 16.155163 -12.834701  -0.008
C 1.624299 8.682688 -16.267884  -0.022
C 0.778208 9.593403 -15.391316  0.703
O 1.421383 9.650848 -14.108664  -0.408
C 2.265931 10.660237 -13.854696  0.385
O 2.751472 11.445992 -14.616535  0.290
O 2.576016 10.637228 -12.558933  -0.364
C 2.131828 9.614290 -11.684211  -0.822
H 1.980251 7.825690 -15.689679  0.388
H 2.480034 9.222656 -16.670028  -0.170
H 1.054666 8.246383 -17.089468  -0.436
H -0.261237 9.285296 -15.317113  0.444
H 0.790998 10.574452 -15.870977  -0.715
H 2.185393 8.651840 -12.191550  0.320
H 1.133054 9.775310 -11.284136  0.333
H 2.822846 9.536218 -10.845221  0.293
C 1.915317 15.969412 -20.408131  -0.594
C 3.094457 15.756676 -19.496613  0.575
O 3.092030 16.760865 -18.460826  -0.214
C 3.424942 16.412569 -17.229200  0.660
O 3.575867 15.301486 -16.767615  -0.513
O 3.512200 17.550809 -16.554641  -0.322
C 3.416138 17.490820 -15.137653  -0.864
H 2.052285 15.327762 -21.286544  0.161
H 1.891851 16.932984 -20.920586  0.465
H 0.987508 15.659030 -19.937030  -0.265
H 4.068005 15.800629 -19.991828  0.342
H 3.081552 14.768057 -19.033271  -0.434
H 2.617925 16.822216 -14.806512  0.217
H 3.134980 18.472516 -14.771117  0.387
H 4.340846 17.055414 -14.759399  0.403
C -1.999179 14.676450 -20.594156  -0.795
C -2.812916 14.008658 -19.491675  0.180
O -4.159633 14.433210 -19.708213  -0.302
C -5.129668 14.165842 -18.818524  0.692
O -4.978041 13.681076 -17.745812  -0.418
O -6.297305 14.641704 -19.286552  -0.378
C -6.474172 15.058126 -20.644017  -0.630
H -2.376289 14.336555 -21.564653  0.466
H -0.962396 14.335725 -20.627271  -0.206
H -2.031601 15.764890 -20.631095  0.252
H -2.461386 14.203548 -18.479785  0.280
H -2.738482 12.929458 -19.639955  0.086
H -5.796500 15.856582 -20.937993  0.267
H -7.450404 15.540333 -20.574464  0.287
H -6.531074 14.215589 -21.327157  0.251
C -1.734808 2.703146 -19.173108  -1.205
C -0.712817 3.172363 -20.184079  -0.276
O -0.462737 4.544329 -19.993127  -0.231
C 0.346812 5.129767 -20.893724  0.493
O 0.959049 4.523724 -21.729356  -0.576
O 0.532970 6.420665 -20.675225  0.019
C -0.173537 7.137627 -19.699145  -0.265
H -2.365879 1.893045 -19.539429  0.361
H -2.468760 3.459226 -18.887527  0.319
H -1.273681 2.398640 -18.231160  0.294
H -1.131574 2.940716 -21.172264  0.273
H 0.166157 2.530006 -20.279971  0.346
H 0.274751 8.112863 -19.500365  -0.438
H -0.249547 6.709194 -18.696540  0.386
H -1.204374 7.384733 -19.967833  0.497
C 6.112460 4.600621 -18.102668  -1.063
C 5.768356 4.904078 -19.569070  -0.388
O 5.097110 6.169197 -19.544735  -0.198
C 4.149491 6.443822 -20.458801  0.535
O 3.671169 5.686878 -21.258042  -0.583
O 3.859209 7.707048 -20.405886  -0.210
C 3.404649 8.508827 -21.464986  -0.343
H 5.349294 4.970529 -17.423143  0.270
H 7.140903 4.850263 -17.830748  0.296
H 6.193600 3.529020 -17.883128  0.397
H 5.071097 4.174286 -19.979808  0.321
H 6.633445 5.068991 -20.208927  0.297
H 2.580293 8.041435 -22.003918  0.247
H 4.131417 8.560572 -22.289191  0.523
H 3.334086 9.547043 -21.170351  -0.220

Forces on atoms 1 to 2 (eV/Å):
0.2 0.6 1.7
-0.6 -2.8 -3.9